# C28H29FN4O2

A single C28H29FN4O2 molecule (wB97M-V/def2-TZVPD, the Open Molecules 2025 dataset).

Results
E (Ha): -1553.802305
F_max (eV Å⁻¹): 0.69
SMILES string: COc1ccc(CC(=O)N2CCC(Nc3nc4ccccc4n3Cc3ccc(F)cc3)CC2)cc1
HOMO level (eV): -7.579

Geometry as XYZ:
```
64
C28H29FN4O2 | the Open Molecules 2025 dataset | wB97M-V/def2-TZVPD
C 2.959 3.657 -6.769
H 3.336 2.704 -7.154
O 3.314 3.847 -5.422
C 2.873 2.948 -4.499
C 2.068 1.850 -4.776
C 1.675 1.006 -3.750
C 2.070 1.231 -2.440
C 2.884 2.328 -2.172
C 3.277 3.177 -3.182
H 3.906 4.030 -2.982
H 3.211 2.512 -1.159
C 1.660 0.296 -1.335
C 1.340 1.000 -0.027
O 1.923 0.707 1.007
N 0.395 1.966 -0.059
C -0.597 2.120 -1.096
H -0.191 1.843 -2.067
C -1.833 1.274 -0.743
C -2.019 1.194 0.784
N -1.353 0.019 1.305
C -1.923 -0.699 2.304
N -3.177 -0.629 2.663
C -3.329 -1.594 3.631
C -4.453 -1.964 4.355
C -4.320 -2.989 5.272
C -3.104 -3.638 5.472
C -1.971 -3.283 4.760
C -2.098 -2.258 3.843
N -1.201 -1.652 2.984
C 0.187 -1.964 2.792
C 0.496 -2.535 1.426
C -0.496 -3.091 0.631
C -0.194 -3.598 -0.621
C 1.116 -3.552 -1.058
C 2.127 -3.017 -0.280
C 1.807 -2.504 0.962
H 2.578 -2.061 1.573
H 3.140 -3.004 -0.651
F 1.417 -4.037 -2.284
H -0.957 -4.028 -1.250
H -1.516 -3.127 0.983
H 0.800 -1.065 2.945
H 0.472 -2.690 3.561
H -1.033 -3.795 4.919
H -3.043 -4.437 6.196
H -5.178 -3.298 5.850
H -5.394 -1.461 4.199
H -0.344 0.026 1.297
C -1.493 2.478 1.439
C 0.014 2.631 1.176
H 0.605 2.186 1.980
H 0.282 3.691 1.104
H -2.043 3.325 1.029
H -1.680 2.445 2.512
H -3.075 1.056 1.030
H -2.717 1.713 -1.204
H -1.721 0.259 -1.125
H -0.862 3.180 -1.136
H 0.804 -0.311 -1.639
H 2.485 -0.388 -1.114
H 1.052 0.154 -3.983
H 1.740 1.637 -5.781
H 3.427 4.475 -7.315
H 1.874 3.704 -6.910
```